Record 1
The following is a DFT calculation (the ωB97M-V functional and the def2-TZVPD basis) of 2 unconnected molecules or ions with the total composition C7H12Se at a distorted geometry.

Cartesian coordinates (Å):
C -2.0735 -0.7129 1.1241
C -0.6755 -0.1141 1.2325
C -2.5704 -0.3561 -0.2995
C -0.4858 1.0411 0.5590
C 2.6982 0.5649 0.1332
C 1.1478 -0.6392 -1.5389
C 1.5771 0.3597 -0.8438
Se -1.9304 1.7066 -0.4119
H -2.6530 -0.4157 2.0028
H 0.0572 -0.8548 1.4149
H -1.9541 -1.0403 -0.9667
H -3.6492 -0.5277 -0.2356
H 0.4653 1.6253 0.5791
H 3.4536 1.0425 -0.4603
H 2.9404 -0.4457 0.5285
H 2.5098 1.2406 1.0173
H 1.5272 -1.6275 -1.6093
H 0.5303 -0.5170 -2.4654
H -2.1098 -1.7157 1.3184
H 1.1949 1.3858 -1.0784

Values from the calculation:
highest occupied orbital energy (spin up / spin down): -4.89 / -9.04 eV
<S²>: 2.009
energy above the lowest of the compared OMol25 structures with the same formula, charge and spin: 21.95 kcal/mol
2S+1: 3
total energy: -2675.0894 a.u.
lowest unoccupied orbital energy (spin up / spin down): 0.6 / -1.5 eV

---

Record 2
The following is a DFT calculation (the ωB97M-V functional and the def2-TZVPD basis) of a gas-phase ion, C3H7N2O2 (charge +1) at a distorted geometry.

Cartesian coordinates (Å):
O -1.6567 1.0143 0.5667
C -0.7482 0.5979 -0.3377
N -0.9669 -0.9440 -0.5374
C 0.0076 -1.6354 0.0091
N 0.9514 -0.8833 0.5400
C 0.7634 0.5742 0.3105
O 1.8033 1.0617 -0.4080
H -2.5023 1.4178 0.3104
H -0.9701 1.0772 -1.4224
H -1.4829 -1.4734 -1.2736
H 0.0659 -2.6788 0.1770
H 1.8203 -1.1347 0.9446
H 0.6596 1.1056 1.2705
H 2.2554 1.9009 -0.1496

Values from the calculation:
highest occupied orbital energy: -15.05 eV
energy above the lowest of the compared OMol25 structures with the same formula, charge and spin: 11.91 kcal/mol
total energy: -378.2348 a.u.
SMILES: O[C@@H]1NC=[NH+][C@H]1O
charge: +1
lowest unoccupied orbital energy: -3.6 eV

---

Q: Number 2 is which compound?
A: C3H7N2O2